--- one ---
{"formula": "C2H2Cl2O2", "method": "ωB97M-V with the def2-TZVPD basis set", "homo_lumo_gap_ev": [9.810, 9.811], "charge": 0, "lumo_ev": [-0.29, -0.29], "spin_multiplicity": 1, "symbols": ["Cl", "Cl", "O", "O", "C", "C", "H", "H"], "positions_angstrom": [[-1.232, -0.332, -1.558], [-0.751, -1.430, 2.209], [-0.237, 0.863, 0.551], [1.405, -1.237, 0.613], [-0.093, 0.848, -0.803], [0.398, -0.969, 1.144], [-0.346, 1.812, -0.973], [0.856, 0.445, -1.183]], "mulliken_charge": [-0.23, 0.02, -0.53, -0.30, -0.20, 0.65, 0.34, 0.24]}

***

--- two ---
{"formula": "C2H2Cl2O2", "method": "ωB97M-V with the def2-TZVPD basis set", "homo_lumo_gap_ev": 11.562, "charge": 0, "lumo_ev": 0.69, "spin_multiplicity": 1, "symbols": ["Cl", "Cl", "O", "O", "C", "C", "H", "H"], "positions_angstrom": [[0.059, 1.935, -0.744], [-2.164, 1.065, 0.839], [1.786, -0.565, -0.314], [-0.441, -0.782, -0.110], [0.740, -1.142, -0.559], [-0.478, 0.796, 0.446], [0.468, -2.019, -1.061], [0.029, 0.712, 1.503]], "mulliken_charge": [-0.08, -0.11, -0.52, -0.30, 0.21, 0.10, 0.39, 0.31]}

***

--- three ---
{"formula": "C2H2Cl2O2", "method": "ωB97M-V with the def2-TZVPD basis set", "homo_lumo_gap_ev": 11.690, "charge": 0, "lumo_ev": 0.52, "spin_multiplicity": 1, "symbols": ["Cl", "Cl", "O", "O", "C", "C", "H", "H"], "positions_angstrom": [[-0.688, 2.270, -0.257], [-1.241, -0.172, -1.722], [0.372, -1.355, 0.557], [1.730, 0.366, 0.167], [-0.673, 0.507, -0.169], [0.634, -0.091, 0.208], [1.281, -1.709, 0.671], [-1.415, 0.183, 0.546]], "mulliken_charge": [-0.14, -0.15, -0.43, -0.50, 0.19, 0.41, 0.35, 0.26]}

***

Short version: three, two, one, most stable first.

***

--- one ---
{"formula": "C4H2F2O", "method": "ωB97M-V with the def2-TZVPD basis set", "homo_lumo_gap_ev": 9.143, "charge": 0, "lumo_ev": -0.04, "spin_multiplicity": 1, "symbols": ["F", "F", "O", "C", "C", "C", "C", "H", "H"], "positions_angstrom": [[-2.099, -1.303, 1.881], [-0.495, 0.271, 1.661], [-1.450, -0.732, -1.342], [-1.337, -0.567, 1.093], [1.479, 0.378, -1.187], [1.883, 1.125, -0.318], [-1.389, -0.727, -0.187], [1.118, -0.342, -1.772], [2.289, 1.897, 0.170]], "mulliken_charge": [-0.23, -0.18, -0.34, 0.10, -0.52, -0.49, 0.64, 0.58, 0.44]}

***

--- two ---
{"formula": "C4H2F2O", "method": "ωB97M-V with the def2-TZVPD basis set", "homo_lumo_gap_ev": 10.131, "charge": 0, "lumo_ev": 0.92, "spin_multiplicity": 1, "symbols": ["F", "F", "O", "C", "C", "C", "C", "H", "H"], "positions_angstrom": [[0.862, -0.161, -2.186], [-0.697, -2.321, -0.786], [-0.817, -0.713, 0.931], [0.480, 0.910, 0.068], [-0.402, -1.068, -0.307], [-0.280, 0.556, 1.136], [0.318, -0.104, -0.936], [0.995, 1.862, 0.030], [-0.459, 1.040, 2.049]], "mulliken_charge": [-0.27, -0.25, -0.27, -0.31, 0.28, -0.40, 0.42, 0.36, 0.44]}

***

--- three ---
{"formula": "C4H2F2O", "method": "ωB97M-V with the def2-TZVPD basis set", "homo_lumo_gap_ev": 9.255, "charge": 0, "lumo_ev": -1.72, "spin_multiplicity": 1, "symbols": ["F", "F", "O", "C", "C", "C", "C", "H", "H"], "positions_angstrom": [[-1.055, 0.776, -1.247], [-2.102, 0.520, 0.633], [1.747, 0.923, -0.529], [-0.927, 0.352, -0.021], [-0.499, -2.252, -0.371], [0.320, 0.231, 0.665], [-0.218, -1.065, -0.048], [0.475, 0.386, 1.702], [2.258, 0.129, -0.785]], "mulliken_charge": [-0.17, -0.22, -0.55, 0.98, -0.16, -0.43, -0.10, 0.34, 0.31]}

***

Short version: two, one, three, most stable first.